1 | Computed, not measured: a cluster of 2 separate species, C2H5NO4 in total, with wB97M-V/def2-TZVPD.

Last column: Löwdin charge in e.
CARTESIAN COORDINATES (ANGSTROEM)
O: -0.27 -0.61 -0.91  -0.02
C: -1.21 -0.39 -0.06  -0.63
O: -2.37 0.16 -0.45  0.16
O: -1.46 -1.26 0.94  0.15
H: -2.22 0.48 -1.36  0.14
H: -0.59 -1.60 1.23  0.13
N: 1.79 1.01 -0.29  0.13
C: 1.00 0.19 0.47  -0.49
O: 1.33 -0.70 1.22  0.04
H: 1.41 1.34 -1.17  0.10
H: 2.74 0.68 -0.35  0.11
H: -0.15 0.70 0.72  0.17

Values from the calculation:
HOMO-LUMO gap ... 10.1 eV
Net charge ... 0
HOMO ... -9.94 eV
Structure (SMILES) ... O=C(O)O.NC=O


2 | Computed, not measured: an isolated molecule of C2H5NO4, with wB97M-V/def2-TZVPD.

Last column: Löwdin charge in e.
CARTESIAN COORDINATES (ANGSTROEM)
O: -2.27 -0.61 0.42  -0.05
N: -1.10 -0.62 -0.46  0.00
C: -0.21 0.35 -0.08  -0.36
O: -0.61 1.65 -0.02  0.09
C: 1.10 -0.08 -0.10  -0.37
O: 2.11 0.77 -0.48  0.06
O: 1.51 -1.06 0.78  0.05
H: -2.98 -0.93 -0.15  0.09
H: -0.37 -1.44 -0.46  0.17
H: -1.57 1.65 0.07  0.11
H: 1.98 1.64 -0.08  0.11
H: 2.42 -1.31 0.56  0.11

Values from the calculation:
HOMO-LUMO gap ... 7.9 eV
Net charge ... 0
HOMO ... -7.42 eV
Structure (SMILES) ... ONC(O)=C(O)O


Of the structures shown above, 2 is the least stable.